{"formula": "C47H59N5O4PScTe", "method": "the ωB97M-V functional and the def2-TZVPD basis", "e_homo_ev": -0.086, "mol_weight_g_mol": 961.55, "homo_lumo_gap_ev": 4.15, "lumo_energy_ev": 4.060, "charge": -2, "species": ["Sc", "C", "C", "C", "C", "C", "C", "C", "C", "C", "C", "C", "C", "C", "C", "C", "C", "N", "C", "C", "C", "N", "C", "C", "C", "N", "C", "C", "C", "C", "C", "C", "C", "C", "C", "C", "C", "C", "N", "C", "C", "H", "H", "H", "H", "H", "H", "H", "H", "H", "H", "H", "H", "H", "H", "H", "H", "H", "H", "H", "H", "H", "H", "H", "H", "H", "H", "H", "H", "H", "H", "H", "H", "H", "H", "H", "H", "H", "H", "H", "H", "H", "H", "H", "H", "O", "C", "C", "C", "O", "P", "O", "Te", "O", "C", "C", "H", "H", "H", "H", "H", "H", "H", "H", "H", "H", "N", "C", "C", "C", "C", "C", "C", "H", "H", "H", "H", "H"], "coordinates": [[-0.038, -0.413, -0.658], [1.347, -4.827, -5.155], [0.735, -5.121, -3.780], [1.037, -4.067, -2.759], [2.039, -4.107, -1.767], [2.970, -5.242, -1.465], [2.432, -6.175, -0.375], [1.956, -2.903, -1.069], [2.782, -2.514, 0.053], [2.632, -1.392, 0.792], [3.525, -1.003, 1.904], [4.726, -1.792, 2.322], [5.948, -1.515, 1.441], [3.082, 0.151, 2.416], [1.814, 0.497, 1.693], [1.220, 1.880, 1.714], [0.455, 2.483, 0.601], [0.020, 1.787, -0.496], [-0.688, 2.678, -1.263], [-1.338, 2.326, -2.509], [-1.426, 1.097, -3.066], [-0.886, -0.078, -2.567], [-1.183, -1.087, -3.475], [-0.646, -2.329, -3.494], [0.404, -2.834, -2.639], [0.957, -2.115, -1.596], [-2.053, -0.532, -4.526], [-2.170, 0.787, -4.300], [-2.863, 1.814, -5.138], [-1.890, 2.583, -6.037], [-2.682, -1.350, -5.607], [-3.816, -2.232, -5.072], [-0.704, 3.935, -0.657], [0.042, 3.807, 0.541], [0.320, 4.889, 1.541], [1.468, 5.813, 1.123], [-1.366, 5.190, -1.150], [-2.875, 5.071, -1.427], [1.665, -0.422, 0.622], [3.702, 1.002, 3.477], [4.597, 2.104, 2.896], [1.310, -5.701, -5.815], [2.390, -4.522, -5.043], [0.821, -4.005, -5.645], [1.106, -6.089, -3.429], [-0.349, -5.233, -3.886], [3.944, -4.852, -1.151], [3.155, -5.823, -2.375], [2.264, -5.613, 0.546], [3.120, -7.000, -0.162], [1.470, -6.593, -0.677], [3.600, -3.177, 0.305], [4.483, -2.856, 2.271], [4.966, -1.572, 3.366], [5.704, -1.693, 0.393], [6.790, -2.156, 1.714], [6.265, -0.475, 1.536], [1.783, 2.613, 2.294], [-1.814, 3.139, -3.044], [-0.986, -3.000, -4.276], [-3.390, 2.519, -4.488], [-3.626, 1.332, -5.756], [-1.087, 3.017, -5.440], [-2.392, 3.387, -6.582], [-1.432, 1.908, -6.764], [-1.922, -1.981, -6.078], [-3.070, -0.694, -6.390], [-3.444, -2.918, -4.311], [-4.280, -2.813, -5.874], [-4.583, -1.616, -4.599], [0.554, 4.448, 2.514], [-0.581, 5.493, 1.700], [2.395, 5.243, 1.027], [1.630, 6.619, 1.846], [1.261, 6.261, 0.149], [-0.865, 5.570, -2.051], [-1.225, 5.965, -0.390], [-3.083, 4.729, -2.441], [-3.379, 6.033, -1.295], [-3.329, 4.348, -0.746], [4.297, 0.377, 4.149], [2.921, 1.456, 4.093], [5.385, 1.670, 2.278], [5.064, 2.693, 3.690], [4.023, 2.781, 2.262], [-1.100, -3.676, 0.227], [-1.301, -2.796, -0.446], [-3.594, -1.638, 4.673], [-3.357, -2.322, 3.342], [-2.445, -1.545, 2.571], [-2.852, -0.634, 1.325], [-1.536, -0.241, 0.697], [-4.602, -1.503, 0.005], [-3.388, 0.691, 2.064], [-3.279, 1.945, 1.362], [-3.037, 3.039, 2.376], [-4.263, -2.241, 5.292], [-4.047, -0.659, 4.512], [-2.652, -1.491, 5.203], [-4.290, -2.458, 2.788], [-2.893, -3.301, 3.472], [-4.209, 2.104, 0.809], [-2.454, 1.910, 0.648], [-3.896, 3.165, 3.039], [-2.842, 3.980, 1.857], [-2.164, 2.790, 2.981], [0.625, 0.815, 2.504], [0.477, 0.751, 3.867], [0.630, -0.476, 4.529], [0.421, -0.563, 5.893], [0.049, 0.556, 6.635], [-0.108, 1.771, 5.981], [0.110, 1.876, 4.615], [0.893, -1.348, 3.942], [0.543, -1.520, 6.386], [-0.129, 0.477, 7.701], [-0.406, 2.652, 6.539], [-0.015, 2.824, 4.105]], "atomic_forces_ev_per_a": [[0.2, 0.5, -0.2], [0.0, 0.0, 0.0], [0.0, 0.0, 0.0], [0.0, -0.1, 0.0], [0.0, 0.0, 0.0], [0.0, 0.0, 0.0], [0.0, 0.0, 0.0], [0.0, 0.1, 0.1], [0.0, -0.1, -0.1], [0.1, 0.2, -0.1], [0.0, -0.1, 0.0], [0.0, 0.0, 0.0], [0.0, 0.0, 0.0], [0.0, 0.1, 0.0], [0.1, 0.0, 0.1], [0.1, 0.0, 0.0], [0.1, 0.0, -0.1], [0.1, 0.1, 0.0], [-0.1, -0.1, -0.1], [0.1, 0.1, 0.0], [-0.1, -0.2, 0.1], [0.0, 0.0, -0.3], [0.1, 0.2, -0.1], [0.1, -0.1, 0.0], [0.0, 0.2, 0.0], [0.2, -0.2, -0.1], [0.0, -0.1, 0.1], [0.1, 0.1, 0.0], [0.0, 0.0, 0.0], [0.0, 0.0, 0.0], [0.0, 0.0, 0.0], [0.0, 0.0, 0.0], [0.1, 0.1, 0.0], [-0.1, 0.0, 0.0], [0.0, 0.0, -0.1], [0.0, 0.0, 0.0], [0.0, 0.0, 0.0], [0.0, 0.0, 0.0], [0.0, -0.2, 0.3], [0.0, 0.0, 0.0], [0.0, 0.0, 0.0], [0.0, 0.0, 0.0], [0.0, 0.0, 0.0], [0.0, 0.0, 0.0], [0.0, 0.0, 0.0], [0.0, 0.0, 0.0], [0.0, 0.0, 0.0], [0.0, 0.0, 0.0], [0.0, 0.0, 0.0], [0.0, 0.0, 0.0], [0.0, 0.0, 0.0], [0.0, 0.0, 0.0], [0.0, 0.0, 0.0], [0.0, 0.0, 0.0], [0.0, 0.0, 0.0], [0.0, 0.0, 0.0], [0.0, 0.0, 0.0], [0.0, 0.0, 0.0], [0.0, 0.0, 0.0], [0.0, 0.0, 0.0], [0.0, 0.0, 0.0], [0.0, 0.0, 0.0], [0.0, 0.0, 0.0], [0.0, 0.0, 0.0], [0.0, 0.0, 0.0], [0.0, 0.0, 0.0], [0.0, 0.0, 0.0], [0.0, 0.0, 0.0], [0.0, 0.0, 0.0], [0.0, 0.0, 0.0], [0.0, 0.0, 0.0], [0.0, 0.0, 0.0], [0.0, 0.0, 0.0], [0.0, 0.0, 0.0], [0.0, 0.0, 0.0], [0.0, 0.0, 0.0], [0.0, 0.0, 0.0], [0.0, 0.0, 0.0], [0.0, 0.0, 0.0], [0.0, 0.0, 0.0], [0.0, 0.0, 0.0], [0.0, 0.0, 0.0], [0.0, 0.0, 0.0], [0.0, 0.0, 0.0], [0.0, 0.0, 0.0], [-0.1, -0.5, 0.1], [0.0, 0.1, 0.0], [0.0, 0.0, 0.0], [0.0, 0.1, 0.1], [0.0, -0.2, -0.1], [0.0, 0.7, 0.2], [-0.6, -0.6, 0.1], [0.1, -0.1, 0.0], [0.1, 0.1, 0.1], [0.0, 0.0, 0.0], [0.0, 0.0, 0.0], [0.0, 0.0, 0.0], [0.0, 0.0, 0.0], [0.0, 0.0, 0.0], [0.0, 0.0, 0.0], [0.0, 0.0, 0.0], [0.0, 0.0, 0.0], [0.0, 0.0, 0.1], [0.0, 0.0, 0.0], [0.0, 0.0, 0.0], [0.0, 0.0, 0.0], [-0.2, -0.2, -0.1], [0.1, 0.1, 0.0], [0.0, 0.0, 0.0], [0.0, 0.0, 0.0], [0.0, 0.0, 0.0], [0.0, 0.0, 0.0], [0.0, 0.0, 0.0], [0.0, 0.0, 0.0], [0.0, 0.0, 0.0], [0.0, 0.0, 0.0], [0.0, 0.0, 0.0], [0.0, 0.0, 0.0]]}



{"formula": "H18HeO9", "method": "the ωB97M-V functional and the def2-TZVPD basis", "e_homo_ev": -9.812, "mol_weight_g_mol": 166.14, "e_above_lowest_ev": 0.4047, "homo_lumo_gap_ev": 10.02, "lumo_energy_ev": 0.204, "species": ["He", "O", "H", "H", "O", "H", "H", "O", "H", "H", "O", "H", "H", "O", "H", "H", "O", "H", "H", "O", "H", "H", "O", "H", "H", "O", "H", "H"], "coordinates": [[-0.453, -0.586, -0.104], [-1.682, -0.820, 2.507], [-2.104, -0.002, 2.246], [-0.764, -0.585, 2.639], [2.160, 2.120, 0.539], [2.024, 1.647, -0.283], [2.002, 3.037, 0.316], [-3.284, 0.851, 0.882], [-3.187, -0.007, 0.468], [-2.454, 1.296, 0.708], [0.602, -3.003, -1.658], [-0.084, -3.260, -2.274], [0.508, -3.611, -0.925], [1.053, -0.398, 2.867], [1.667, 0.334, 2.931], [1.537, -1.149, 3.211], [2.621, -1.019, -2.696], [3.284, -0.967, -2.008], [1.865, -1.423, -2.270], [1.561, 1.865, -2.370], [1.709, 1.242, -3.081], [2.114, 2.615, -2.589], [-2.909, -1.408, -0.519], [-3.437, -1.808, -1.210], [-2.627, -2.144, 0.024], [-0.818, 2.242, 1.147], [-0.930, 3.047, 0.641], [0.025, 1.892, 0.859]], "atomic_forces_ev_per_a": [[0.1, 0.0, 0.0], [-0.1, -0.7, 0.1], [-0.5, 0.3, -0.2], [0.4, 0.0, 0.1], [-0.1, -0.1, 0.6], [0.0, -0.2, -0.7], [0.0, 0.3, 0.0], [-0.5, 0.5, 0.5], [-0.1, -0.4, -0.4], [0.4, 0.3, 0.0], [0.1, 0.1, -0.1], [-0.2, 0.0, -0.2], [0.1, -0.1, 0.3], [0.1, -0.1, 0.0], [0.1, 0.4, -0.1], [0.0, -0.3, 0.1], [0.1, 0.4, -0.4], [0.2, 0.0, 0.1], [-0.4, -0.4, 0.2], [-0.2, 0.3, 0.4], [0.1, -0.5, -0.1], [0.1, 0.2, -0.1], [0.1, -0.3, -0.4], [-0.3, 0.1, -0.2], [0.2, -0.1, 0.4], [-0.4, 0.0, 0.1], [-0.1, 0.3, -0.1], [0.6, -0.2, 0.0]]}



Values for max |F|, eV/Å, ordered as above
0.89; 0.89